# 1
Density functional theory data (wB97M-V/def2-TZVPD) for a 10-piece molecular cluster, C77H167N9O10 overall.

```
! RIJCOSX wB97M-V def2-TZVPD def2/J DEFGRID3
* xyz 0 1
C 27.61 -30.09 7.60
C 28.37 -30.38 6.25
C 28.84 -29.01 5.69
C 29.56 -31.30 6.61
C 29.20 -32.70 6.93
C 28.34 -33.25 5.73
C 27.08 -32.43 5.40
C 26.66 -33.00 4.07
C 26.00 -32.66 6.40
N 27.49 -31.03 5.21
O 26.49 -30.28 4.79
H 26.75 -29.43 7.52
H 27.40 -30.94 8.25
H 28.31 -29.62 8.29
H 29.61 -28.59 6.33
H 29.30 -29.11 4.70
H 28.12 -28.21 5.51
H 30.23 -31.47 5.77
H 30.21 -30.84 7.36
H 30.08 -33.30 7.17
H 28.64 -32.85 7.85
H 28.13 -34.29 5.98
H 28.89 -33.21 4.79
H 26.44 -34.04 4.31
H 27.44 -32.99 3.32
H 25.77 -32.51 3.66
H 25.17 -31.96 6.37
H 26.28 -32.60 7.46
H 25.67 -33.69 6.43
H 26.77 -30.01 3.91
C 25.06 -37.36 10.02
C 26.15 -36.22 10.33
C 27.44 -36.69 9.60
C 25.55 -34.95 9.72
C 26.31 -33.59 10.04
C 26.46 -33.51 11.57
C 26.94 -34.83 12.36
C 28.50 -34.95 12.37
C 26.37 -34.75 13.87
N 26.28 -36.06 11.75
O 26.67 -37.15 12.43
H 24.12 -37.04 10.47
H 24.75 -37.59 9.00
H 25.35 -38.24 10.59
H 27.30 -36.83 8.53
H 28.28 -36.02 9.77
H 27.67 -37.67 10.02
H 25.49 -35.08 8.64
H 24.49 -34.90 9.99
H 27.28 -33.59 9.55
H 25.74 -32.72 9.70
H 25.70 -32.88 12.04
H 27.27 -32.79 11.51
H 28.93 -34.28 13.12
H 29.02 -34.65 11.46
H 29.05 -35.87 12.56
H 26.74 -33.93 14.48
H 26.62 -35.65 14.43
H 25.29 -34.61 13.90
H 25.92 -37.29 13.01
C 30.86 -33.49 2.21
C 32.14 -34.09 3.03
C 32.18 -33.57 4.52
C 31.85 -35.59 2.89
C 33.12 -36.43 3.28
C 34.34 -35.98 2.47
C 34.58 -34.46 2.60
C 35.22 -34.19 4.02
C 35.57 -34.20 1.43
N 33.33 -33.82 2.18
O 33.51 -32.51 1.93
H 30.85 -33.67 1.13
H 30.04 -34.04 2.67
H 30.70 -32.42 2.31
H 31.26 -33.76 5.07
H 32.89 -34.08 5.17
H 32.41 -32.50 4.50
H 31.06 -35.86 3.59
H 31.50 -35.87 1.90
H 33.24 -36.43 4.37
H 32.83 -37.45 3.04
H 34.18 -36.36 1.47
H 35.24 -36.42 2.90
H 36.29 -34.02 4.02
H 35.15 -34.93 4.82
H 34.88 -33.24 4.44
H 36.28 -35.02 1.56
H 36.11 -33.27 1.59
H 35.23 -34.24 0.40
H 33.36 -32.61 0.98
C 28.51 -37.64 5.90
C 29.22 -38.99 5.81
C 30.42 -38.87 4.81
C 29.66 -39.28 7.27
C 29.93 -40.76 7.62
C 28.67 -41.56 7.19
C 28.28 -41.42 5.64
C 29.43 -42.14 4.82
C 26.90 -42.12 5.47
N 28.20 -40.00 5.31
O 27.56 -39.53 4.13
H 27.65 -37.75 6.56
H 29.19 -36.92 6.35
H 28.16 -37.22 4.95
H 30.07 -38.70 3.79
H 31.17 -38.09 4.96
H 30.99 -39.80 4.86
H 30.58 -38.71 7.39
H 29.02 -38.78 7.99
H 30.79 -41.07 7.02
H 30.19 -41.02 8.65
H 27.92 -41.15 7.87
H 28.87 -42.62 7.39
H 30.42 -41.71 4.68
H 29.05 -42.11 3.80
H 29.51 -43.19 5.11
H 26.53 -42.35 4.47
H 26.12 -41.49 5.89
H 26.82 -43.01 6.09
H 28.21 -39.86 3.52
C 24.94 -27.23 6.45
C 24.37 -25.82 6.28
C 22.93 -26.10 6.00
C 24.66 -25.11 7.63
C 24.71 -23.68 7.76
C 25.70 -23.12 6.76
C 25.13 -23.48 5.31
C 23.81 -22.74 5.11
C 26.18 -22.93 4.28
N 25.01 -24.98 5.15
O 24.61 -25.38 3.91
H 26.00 -27.10 6.69
H 24.44 -27.85 7.19
H 25.07 -27.83 5.54
H 22.63 -26.18 4.95
H 22.41 -26.98 6.39
H 22.40 -25.19 6.28
H 23.95 -25.42 8.40
H 25.64 -25.45 7.97
H 23.73 -23.21 7.81
H 25.32 -23.41 8.62
H 26.72 -23.39 7.03
H 25.64 -22.04 6.92
H 23.31 -23.06 4.19
H 24.05 -21.68 5.14
H 23.11 -23.04 5.90
H 25.80 -23.11 3.28
H 27.09 -23.54 4.30
H 26.39 -21.86 4.35
H 23.65 -25.39 3.97
C 24.06 -25.90 12.27
C 24.39 -27.32 12.78
C 24.17 -27.27 14.33
C 23.36 -28.32 12.29
C 23.52 -28.66 10.81
C 24.91 -29.22 10.63
C 26.04 -28.24 11.07
C 27.34 -29.04 11.31
C 26.24 -27.33 9.86
N 25.73 -27.76 12.44
O 26.76 -27.04 12.94
H 23.15 -25.48 12.69
H 24.75 -25.18 12.71
H 24.16 -25.69 11.20
H 24.14 -28.20 14.89
H 24.86 -26.61 14.85
H 23.21 -26.77 14.46
H 23.50 -29.23 12.86
H 22.37 -27.92 12.55
H 22.74 -29.33 10.45
H 23.35 -27.74 10.25
H 25.01 -29.82 9.73
H 25.02 -30.06 11.31
H 27.65 -29.32 10.30
H 27.17 -29.94 11.89
H 28.19 -28.52 11.75
H 27.07 -26.70 10.17
H 25.37 -26.70 9.69
H 26.65 -27.79 8.97
H 27.08 -27.59 13.66
C 26.48 -33.06 -4.25
C 26.26 -34.30 -3.36
C 25.43 -35.37 -4.20
C 27.71 -34.89 -3.01
C 28.41 -34.28 -1.73
C 27.38 -34.29 -0.60
C 26.09 -33.48 -0.89
C 25.17 -33.76 0.37
C 26.45 -31.89 -0.88
N 25.48 -33.92 -2.13
O 24.23 -33.34 -2.36
H 27.11 -33.32 -5.10
H 25.51 -32.82 -4.67
H 26.79 -32.14 -3.75
H 25.19 -36.35 -3.77
H 24.56 -34.85 -4.59
H 25.92 -35.69 -5.12
H 27.58 -35.95 -2.80
H 28.41 -34.96 -3.85
H 29.32 -34.83 -1.48
H 28.70 -33.26 -1.99
H 27.93 -34.05 0.32
H 27.04 -35.33 -0.55
H 24.26 -33.15 0.33
H 25.69 -33.49 1.28
H 24.87 -34.81 0.30
H 27.10 -31.64 -1.71
H 27.01 -31.53 -0.02
H 25.52 -31.34 -1.01
H 23.61 -34.06 -2.23
C 32.19 -32.64 11.61
C 31.54 -31.84 10.43
C 29.95 -31.96 10.43
C 31.68 -30.27 10.60
C 33.04 -29.81 10.36
C 33.43 -30.20 8.98
C 33.48 -31.75 8.74
C 33.65 -31.92 7.18
C 34.72 -32.40 9.36
N 32.11 -32.32 9.17
O 31.90 -33.64 8.88
H 31.74 -32.15 12.48
H 32.02 -33.71 11.54
H 33.27 -32.48 11.58
H 29.64 -31.77 11.46
H 29.43 -31.32 9.71
H 29.56 -32.94 10.14
H 31.17 -29.78 9.77
H 31.31 -29.83 11.53
H 33.27 -28.75 10.52
H 33.80 -30.22 11.02
H 34.44 -29.83 8.88
H 32.95 -29.66 8.17
H 34.37 -31.31 6.63
H 32.72 -31.64 6.67
H 33.94 -32.95 6.97
H 35.67 -32.03 8.98
H 34.72 -33.48 9.30
H 34.79 -32.27 10.44
H 32.35 -34.08 9.60
C 22.87 -32.03 5.03
O 23.16 -33.31 5.67
C 23.16 -34.52 4.80
C 23.42 -35.71 5.68
C 23.48 -37.02 4.75
N 22.21 -35.81 6.50
H 23.10 -31.21 5.72
H 21.80 -31.90 4.90
H 23.48 -31.89 4.14
H 22.28 -34.50 4.17
H 23.93 -34.46 4.03
H 24.20 -35.67 6.44
H 24.16 -36.85 3.91
H 22.52 -37.28 4.31
H 23.85 -37.83 5.38
H 21.78 -34.96 6.15
H 22.50 -35.55 7.43
C 26.14 -26.98 1.25
O 26.39 -27.39 2.57
H 25.08 -27.27 1.26
H 26.14 -25.93 0.98
H 26.68 -27.60 0.54
H 26.03 -26.76 3.20
*
```

## Properties
orbital gap: 8.227 eV
DFT total energy: -116424.7426 eV


# 2
Density functional theory data (wB97M-V/def2-TZVPD) for C77H96Ge2NOP2S4Ti as an isolated structure.

```
! RIJCOSX wB97M-V def2-TZVPD def2/J DEFGRID3
* xyz -1 3
Ti 0.11 0.00 0.04
C -3.42 3.47 -3.18
C -3.00 3.17 -1.75
C -4.23 2.68 -0.98
P -1.56 1.96 -1.36
C -0.34 2.39 -2.74
C 0.91 2.89 -2.01
C 0.02 1.21 -3.64
C -2.42 0.40 -1.76
C -3.01 0.04 -2.97
C -3.70 -1.15 -3.11
C -4.36 -1.53 -4.41
C -3.74 -2.02 -2.03
C -3.15 -1.70 -0.81
C -2.51 -0.46 -0.63
N -1.85 -0.02 0.49
C -2.13 -0.22 1.80
C -3.17 -1.01 2.32
C -3.37 -1.13 3.68
C -2.53 -0.51 4.60
C -2.78 -0.67 6.07
C -1.53 0.32 4.11
C -1.36 0.52 2.75
P -0.38 1.85 1.94
C -1.23 3.38 2.69
C -1.38 3.45 4.21
C -2.60 3.53 2.04
C 1.35 2.14 2.66
C 1.73 1.33 3.88
C 2.31 1.90 1.49
H -4.06 4.35 -3.18
H -4.00 2.65 -3.60
H -2.58 3.67 -3.84
H -2.64 4.11 -1.30
H -4.71 1.86 -1.52
H -4.95 3.49 -0.85
H -3.95 2.31 0.01
H -0.74 3.21 -3.34
H 1.44 2.03 -1.56
H 0.64 3.59 -1.22
H 1.59 3.38 -2.70
H 0.86 1.48 -4.28
H 0.33 0.37 -3.02
H -0.81 0.91 -4.27
H -2.92 0.71 -3.82
H -3.92 -0.99 -5.25
H -5.42 -1.29 -4.38
H -4.25 -2.60 -4.60
H -4.21 -2.99 -2.13
H -3.13 -2.44 -0.03
H -3.84 -1.53 1.65
H -4.18 -1.75 4.04
H -3.67 -0.12 6.37
H -1.93 -0.31 6.66
H -2.95 -1.72 6.32
H -0.87 0.80 4.81
H -0.60 4.22 2.36
H -2.12 2.74 4.55
H -1.72 4.45 4.49
H -0.44 3.26 4.72
H -3.24 2.70 2.32
H -2.48 3.54 0.96
H -3.08 4.46 2.35
H 1.38 3.21 2.92
H 1.66 0.27 3.65
H 1.11 1.55 4.74
H 2.76 1.55 4.14
H 3.31 1.64 1.82
H 1.94 1.06 0.86
H 2.37 2.78 0.85
C 8.77 1.25 2.85
C 7.75 0.26 3.33
C 7.83 -1.08 2.98
C 6.87 -1.99 3.40
C 6.98 -3.44 3.04
C 5.81 -1.55 4.18
C 5.74 -0.22 4.59
C 4.70 0.20 5.58
C 6.70 0.67 4.15
C 4.81 -2.53 4.66
C 5.08 -3.11 5.90
C 4.24 -4.05 6.45
C 3.10 -4.41 5.76
C 2.82 -3.85 4.52
C 3.67 -2.90 3.96
Ge 3.05 -2.09 2.14
S 0.98 -1.29 1.90
S 3.31 -3.55 0.40
Ge 3.98 -1.63 -0.70
S 2.47 -0.32 -1.50
S 4.71 -0.71 1.28
C 5.38 -2.19 -2.08
C 5.63 -3.51 -2.45
C 6.49 -3.78 -3.51
C 7.12 -2.77 -4.20
C 6.90 -1.46 -3.82
C 6.03 -1.17 -2.77
C 5.80 0.24 -2.41
C 6.47 0.80 -1.32
C 7.49 0.04 -0.54
C 6.18 2.11 -0.96
C 5.27 2.87 -1.67
C 4.92 4.27 -1.25
C 4.67 2.31 -2.79
C 4.92 1.01 -3.18
C 4.21 0.41 -4.36
C 5.11 -4.72 -1.76
C 3.96 -5.37 -2.19
C 3.08 -4.78 -3.26
C 3.62 -6.59 -1.62
C 4.40 -7.17 -0.64
C 4.06 -8.52 -0.07
C 5.54 -6.50 -0.21
C 5.90 -5.29 -0.76
C 7.14 -4.58 -0.30
C 1.60 -4.29 3.81
C 1.65 -5.36 2.93
C 2.92 -6.12 2.67
C 0.49 -5.74 2.26
C -0.71 -5.09 2.48
C -1.96 -5.49 1.76
C -0.75 -4.05 3.40
C 0.39 -3.65 4.08
C 0.33 -2.54 5.08
H 9.59 0.74 2.35
H 9.17 1.82 3.69
H 8.32 1.95 2.15
H 8.65 -1.42 2.37
H 7.90 -3.64 2.50
H 6.13 -3.74 2.43
H 6.96 -4.06 3.94
H 3.73 -0.25 5.36
H 4.59 1.29 5.60
H 4.99 -0.12 6.58
H 6.64 1.71 4.44
H 5.98 -2.81 6.42
H 4.46 -4.49 7.41
H 2.42 -5.15 6.17
H 6.66 -4.82 -3.78
H 7.78 -3.00 -5.03
H 7.40 -0.65 -4.33
H 7.76 -0.89 -1.03
H 7.09 -0.20 0.45
H 8.39 0.64 -0.40
H 6.67 2.53 -0.09
H 5.54 4.60 -0.42
H 3.87 4.31 -0.94
H 5.04 4.97 -2.08
H 3.97 2.90 -3.37
H 3.73 1.19 -4.94
H 3.45 -0.27 -3.99
H 4.90 -0.14 -4.99
H 3.45 -3.81 -3.57
H 2.06 -4.67 -2.90
H 3.05 -5.44 -4.13
H 2.72 -7.09 -1.96
H 3.15 -8.92 -0.50
H 3.93 -8.45 1.01
H 4.87 -9.22 -0.26
H 6.14 -6.94 0.58
H 7.60 -5.11 0.53
H 6.90 -3.56 0.01
H 7.87 -4.51 -1.11
H 3.71 -5.81 3.36
H 3.26 -5.93 1.66
H 2.75 -7.19 2.78
H 0.54 -6.56 1.56
H -1.74 -6.23 0.98
H -2.43 -4.63 1.29
H -2.68 -5.93 2.45
H -1.68 -3.52 3.57
H -0.68 -2.15 5.15
H 0.99 -1.72 4.78
H 0.65 -2.88 6.07
C -0.28 -2.60 -3.09
C -0.20 -2.42 -1.60
C -0.01 -3.61 -0.71
O -0.11 -1.25 -1.12
H -0.61 -3.60 -3.33
H 0.70 -2.42 -3.53
H -0.97 -1.87 -3.52
H -0.72 -4.40 -0.94
H -0.12 -3.29 0.33
H 1.00 -4.01 -0.82
*
```

## Properties
orbital gap (alpha / beta): 5.172 / 6.798 eV
DFT total energy: -283020.2471 eV